[1]
{
  "formula": "F2O2S",
  "method": "the ωB97M-V functional and the def2-TZVPD basis",
  "elements": ["O", "O", "F", "F", "S"],
  "xyz": [[-0.77977, 1.40780, 0.22791], [-0.99933, -0.64318, -1.20520], [-0.45263, -0.85117, 1.21874], [2.63310, -0.00526, -0.09630], [-0.40137, 0.09179, -0.14515]],
  "e_homo_ev": [-13.48, -11.64],
  "e_tot_ha": -748.2228,
  "charge": 0,
  "e_above_lowest_kj_mol": 438.7,
  "spin_multiplicity": 1,
  "homo_lumo_gap_ev": [9.9, 7.1]
}



[2]
{
  "formula": "F3HN2",
  "method": "the ωB97M-V functional and the def2-TZVPD basis",
  "elements": ["N", "N", "F", "F", "F", "H"],
  "xyz": [[0.17059, -0.31148, 0.70302], [-0.73451, 0.16679, -0.24290], [0.34697, 0.77069, 1.52718], [-1.11629, -0.92428, -1.02324], [0.05655, 0.71646, -1.36321], [1.27669, -0.41818, 0.39915]],
  "e_homo_ev": -11.91,
  "e_tot_ha": -409.4592,
  "smiles": "FNN(F)F",
  "charge": 0,
  "e_above_lowest_kj_mol": 233.3,
  "spin_multiplicity": 1,
  "homo_lumo_gap_ev": 12.7
}



[3]
{
  "formula": "F3NOS",
  "method": "the ωB97M-V functional and the def2-TZVPD basis",
  "elements": ["N", "O", "F", "F", "F", "S"],
  "xyz": [[-1.11431, 0.45937, -0.26427], [1.37311, -1.28805, 0.24955], [-1.22830, -0.81732, -0.58452], [-1.87379, 0.63950, 0.91674], [2.11307, 0.96796, -0.58915], [1.29096, 0.11734, 0.53966]],
  "e_homo_ev": [-11.08, -9.55],
  "e_tot_ha": -827.5810,
  "charge": 0,
  "e_above_lowest_kj_mol": 57.0,
  "spin_multiplicity": 1,
  "homo_lumo_gap_ev": [9.7, 8.4]
}



[4]
{
  "formula": "F4H10HfO5",
  "method": "the ωB97M-V functional and the def2-TZVPD basis",
  "elements": ["Hf", "F", "F", "F", "F", "O", "H", "H", "O", "H", "H", "O", "H", "H", "O", "H", "H", "O", "H", "H"],
  "xyz": [[0.46363, -0.26511, -0.08915], [2.14730, -1.83196, -0.07126], [-0.93942, -1.73288, 0.99427], [1.38770, 0.13940, -2.14751], [2.26904, 1.05587, 0.52311], [-0.07915, -2.07348, -1.58366], [-0.47350, -1.98614, -2.45740], [0.27813, -2.96911, -1.54839], [1.16974, -0.53762, 2.28644], [0.81465, -0.30869, 3.14938], [1.99671, -1.00482, 2.46145], [0.11593, 2.25772, -0.59113], [-0.58511, 2.71784, -1.06433], [0.78738, 2.92903, -0.40949], [-1.54075, 0.03285, -1.22106], [-2.03589, -0.65233, -1.68446], [-2.13157, 0.79154, -1.18267], [-1.06771, 0.87080, 1.30990], [-1.99070, 0.99553, 1.54968], [-0.58642, 1.57155, 1.77627]],
  "e_homo_ev": -9.97,
  "e_tot_ha": -829.8522,
  "charge": 0,
  "e_above_lowest_kj_mol": 0.0,
  "spin_multiplicity": 1,
  "homo_lumo_gap_ev": 9.1
}



[5]
{
  "formula": "F4KN2O8S4",
  "method": "the ωB97M-V functional and the def2-TZVPD basis",
  "elements": ["K", "N", "S", "O", "O", "F", "S", "O", "O", "F", "N", "S", "O", "O", "F", "S", "O", "O", "F"],
  "xyz": [[-0.28581, -0.57773, -0.12340], [-2.50682, 1.31983, -0.30050], [-1.74704, 2.36077, -1.21971], [-2.52134, 3.37657, -1.82604], [-0.66856, 1.77122, -1.96778], [-0.97967, 3.11418, -0.05366], [-3.70447, 0.73935, -1.23532], [-3.36544, 0.52672, -2.58920], [-4.94980, 1.30440, -0.89012], [-3.71094, -0.70880, -0.59781], [2.06088, -0.98989, 0.73098], [2.71814, -2.46162, 0.38857], [1.80706, -3.47964, 0.79543], [4.10677, -2.64213, 0.50242], [2.39715, -2.36483, -1.16685], [2.80255, -0.54976, 2.06110], [3.98274, 0.21370, 1.83213], [2.81748, -1.49944, 3.12087], [1.74711, 0.54711, 2.53890]],
  "e_homo_ev": -7.63,
  "e_tot_ha": -3303.7545,
  "charge": -1,
  "e_above_lowest_kj_mol": 0.0,
  "spin_multiplicity": 1,
  "homo_lumo_gap_ev": 9.8
}



[6]
{
  "formula": "F5NP2",
  "method": "the ωB97M-V functional and the def2-TZVPD basis",
  "elements": ["N", "F", "F", "F", "F", "F", "P", "P"],
  "xyz": [[-1.55570, 1.20598, -1.15053], [3.25959, -0.34289, -0.51187], [1.84199, 1.12034, 0.44184], [-0.59058, 0.17794, 1.19601], [-2.67691, -0.47029, 0.56629], [-0.70720, -1.36267, -0.57074], [1.83145, -0.44249, 0.21560], [-1.40264, 0.11408, -0.18659]],
  "e_homo_ev": [-12.15, -8.68],
  "e_tot_ha": -1236.8027,
  "charge": 0,
  "e_above_lowest_kj_mol": 507.5,
  "spin_multiplicity": 1,
  "homo_lumo_gap_ev": [10.6, 4.6]
}



[7]
{
  "formula": "F8K4N4O16S8",
  "method": "the ωB97M-V functional and the def2-TZVPD basis",
  "elements": ["K", "K", "K", "K", "N", "S", "O", "O", "F", "S", "O", "O", "F", "N", "S", "O", "O", "F", "S", "O", "O", "F", "N", "S", "O", "O", "F", "S", "O", "O", "F", "N", "S", "O", "O", "F", "S", "O", "O", "F"],
  "xyz": [[-2.54571, 1.38583, -3.47820], [0.86091, 1.14382, -4.91473], [-3.17743, 1.11066, 1.61627], [-0.76928, 7.17293, -1.62852], [4.25951, -1.94543, -1.31496], [2.55249, -1.72814, -1.57971], [2.30782, -0.98393, -2.81913], [1.65987, -1.70335, -0.46270], [2.40051, -3.30205, -2.01741], [4.21370, -0.75078, -0.36282], [3.66242, -0.77842, 0.99419], [4.58999, 0.51440, -1.00421], [5.76247, -0.92765, 0.09114], [-1.11530, 1.07236, 3.45919], [-1.31612, 0.98867, 5.13992], [-0.11221, 1.14600, 5.92831], [-2.42916, 0.16944, 5.54163], [-1.83766, 2.53980, 5.41086], [-0.02702, 0.13218, 3.45057], [-0.37764, -1.26783, 3.82346], [1.28291, 0.64878, 3.53398], [-0.31611, 0.04101, 1.90112], [-2.14460, -3.50200, -0.38406], [-3.39850, -2.73506, -0.03520], [-4.59393, -2.80876, -0.85686], [-3.27552, -1.56646, 0.85157], [-3.78760, -3.85563, 1.06431], [-2.01400, -3.01569, -2.04185], [-2.26722, -1.59690, -2.39954], [-2.33269, -4.09669, -3.03965], [-0.36585, -3.10899, -1.95705], [0.08034, 1.97302, -2.27636], [0.20795, 1.51108, -0.83172], [-0.90626, 2.07994, -0.04158], [1.47984, 1.11009, -0.20587], [-0.43030, 0.05782, -1.13788], [0.89593, 3.37113, -1.89836], [2.29234, 3.24235, -1.50911], [0.13045, 4.47690, -1.19120], [0.90066, 3.78557, -3.41782]],
  "e_homo_ev": -7.98,
  "e_tot_ha": -7806.7414,
  "charge": 0,
  "spin_multiplicity": 1,
  "homo_lumo_gap_ev": 4.4
}



[8]
{
  "formula": "F8KN4NaO16S8",
  "method": "the ωB97M-V functional and the def2-TZVPD basis",
  "elements": ["Na", "K", "N", "S", "O", "O", "F", "S", "O", "O", "F", "N", "S", "O", "O", "F", "S", "O", "O", "F", "N", "S", "O", "O", "F", "S", "O", "O", "F", "N", "S", "O", "O", "F", "S", "O", "O", "F"],
  "xyz": [[-0.61456, 1.20662, 0.28921], [-4.33269, -0.31624, -3.02496], [3.32688, 5.20361, -5.34377], [1.80357, 4.41047, -5.32634], [1.45181, 3.84339, -4.06332], [1.44138, 3.79801, -6.57438], [0.97608, 5.85323, -5.20883], [4.00114, 3.98200, -4.78550], [4.08298, 2.77865, -5.64725], [4.00507, 3.91632, -3.27582], [5.50298, 4.56671, -5.02931], [3.88520, -2.23747, 5.84220], [4.23082, -2.13841, 4.26420], [3.32799, -1.41565, 3.37406], [5.10029, -3.14462, 3.70448], [5.25358, -0.92470, 4.51660], [2.61869, -3.02409, 5.60478], [2.77491, -4.48734, 5.56546], [1.43458, -2.47684, 4.91567], [2.09525, -2.85124, 7.09738], [-0.33741, -3.45112, -1.64847], [0.77175, -4.11538, -2.72800], [0.25246, -4.39180, -4.07357], [1.88733, -4.92780, -2.24687], [1.41811, -2.68384, -3.04491], [-0.64563, -4.76086, -1.01225], [0.28920, -5.14775, 0.03385], [-1.44108, -5.67424, -1.81311], [-1.88473, -4.15707, -0.19731], [-5.01310, 2.25600, 1.79486], [-6.14779, 1.43875, 2.85445], [-7.35539, 2.16501, 3.20357], [-5.57245, 0.52262, 3.85053], [-6.76702, 0.30481, 1.84376], [-5.51913, 3.61704, 1.76689], [-5.31128, 4.50994, 2.88403], [-6.64952, 3.75680, 0.82617], [-4.34028, 4.19646, 0.81181]],
  "e_homo_ev": -5.47,
  "e_tot_ha": -6169.4064,
  "charge": -2,
  "e_above_lowest_kj_mol": 947.9,
  "spin_multiplicity": 1,
  "homo_lumo_gap_ev": 5.0
}



[9]
{
  "formula": "FFeH10O5",
  "method": "the ωB97M-V functional and the def2-TZVPD basis",
  "elements": ["Fe", "F", "O", "H", "H", "O", "H", "H", "O", "H", "H", "O", "H", "H", "O", "H", "H"],
  "xyz": [[-0.40876, 0.67229, -0.30131], [-1.17937, 3.72379, -0.67904], [3.08204, 1.45353, -0.72984], [3.80522, 0.93475, -1.08212], [3.48165, 1.98676, -0.04267], [-3.53331, -0.35605, 0.66396], [-3.70981, -1.23519, 0.99891], [-4.39753, 0.00038, 0.45826], [0.28134, 1.30930, 3.21521], [-0.27767, 1.88181, 3.74053], [0.90137, 0.93771, 3.84268], [-0.60102, -0.87574, -3.54412], [-0.82920, -0.42791, -4.35874], [-0.08849, -1.63459, -3.82286], [0.99318, -2.43746, 0.51600], [1.88691, -2.64500, 0.78878], [0.59339, -3.28840, 0.33630]],
  "e_homo_ev": [-13.21, -13.84],
  "e_tot_ha": -1745.2878,
  "charge": 1,
  "e_above_lowest_kj_mol": 827.6,
  "spin_multiplicity": 5,
  "homo_lumo_gap_ev": [5.6, 5.6]
}



[10]
{
  "formula": "FH16O8",
  "method": "the ωB97M-V functional and the def2-TZVPD basis",
  "elements": ["F", "O", "H", "H", "O", "H", "H", "O", "H", "H", "O", "H", "H", "O", "H", "H", "O", "H", "H", "O", "H", "H", "O", "H", "H"],
  "xyz": [[-8.91313, -4.76864, -23.38927], [-8.70893, -4.95191, -20.81063], [-8.24428, -4.17101, -20.48180], [-8.61663, -4.94574, -21.78752], [-10.85627, -6.65015, -23.69077], [-10.37218, -5.86254, -23.74317], [-11.76874, -6.36875, -23.51035], [-11.18249, -3.84969, -22.75242], [-11.00458, -3.26016, -22.00730], [-10.29227, -4.15133, -23.03645], [-6.30082, -4.77113, -23.22195], [-7.29430, -4.79670, -23.28890], [-6.00669, -4.59609, -22.31329], [-7.98553, -2.13816, -23.16821], [-8.37720, -2.98030, -23.00565], [-7.14160, -2.46359, -23.52122], [-9.01101, -7.68384, -21.95086], [-9.52353, -7.19019, -22.59043], [-8.10454, -7.41183, -22.15622], [-8.58334, -4.05167, -25.80588], [-9.16070, -3.36449, -26.07198], [-8.67128, -4.22731, -24.85856], [-7.70963, -7.04327, -24.69355], [-7.00612, -6.88339, -25.36535], [-8.13540, -6.18366, -24.60335]],
  "e_homo_ev": -6.71,
  "e_tot_ha": -711.4896,
  "charge": -1,
  "e_above_lowest_kj_mol": 105.3,
  "spin_multiplicity": 1,
  "homo_lumo_gap_ev": 10.1
}



[11]
{
  "formula": "FH18O9",
  "method": "the ωB97M-V functional and the def2-TZVPD basis",
  "elements": ["F", "O", "H", "H", "O", "H", "H", "O", "H", "H", "O", "H", "H", "O", "H", "H", "O", "H", "H", "O", "H", "H", "O", "H", "H", "O", "H", "H"],
  "xyz": [[-0.25132, 0.23525, -0.13921], [-0.74432, -0.30475, 2.31879], [-1.65332, -0.27375, 2.58579], [-0.76832, -0.07375, 1.39379], [-1.39232, -2.84975, 1.06879], [-1.02732, -2.05975, 1.56979], [-2.29732, -2.53075, 0.89479], [-2.27432, -0.29175, -1.59921], [-1.43232, 0.00025, -1.21021], [-2.14632, -1.16575, -2.01821], [1.99068, -0.51975, 1.37679], [2.05568, -1.44975, 1.40879], [1.09468, -0.37275, 1.07379], [0.36968, 1.38325, -2.70721], [0.28968, 2.29225, -2.79621], [0.09268, 1.24325, -1.82121], [2.91768, -0.02475, -1.19221], [2.51068, -0.03375, -0.30921], [3.05268, 0.89825, -1.44421], [1.43568, 2.19625, 0.27579], [0.77868, 1.48425, 0.14579], [1.88868, 2.05425, 1.08679], [0.50968, -2.20275, -0.84121], [0.51968, -1.21475, -0.79721], [-0.09632, -2.44975, -0.19221], [-1.99632, 2.05625, 0.92579], [-1.51732, 1.24325, 0.70179], [-1.90932, 2.73125, 0.24079]],
  "e_homo_ev": -6.99,
  "e_tot_ha": -787.9289,
  "charge": -1,
  "e_above_lowest_kj_mol": 16.3,
  "spin_multiplicity": 1,
  "homo_lumo_gap_ev": 10.2
}



[12]
{
  "formula": "FH18O9",
  "method": "the ωB97M-V functional and the def2-TZVPD basis",
  "elements": ["F", "O", "H", "H", "O", "H", "H", "O", "H", "H", "O", "H", "H", "O", "H", "H", "O", "H", "H", "O", "H", "H", "O", "H", "H", "O", "H", "H"],
  "xyz": [[0.10344, -0.12037, 0.07107], [3.59617, -0.93104, -0.71841], [4.21749, -1.29472, -0.06425], [3.05047, -0.24504, -0.30669], [-1.89508, -1.67495, 0.08829], [-2.47907, -1.35108, -0.59793], [-1.13765, -1.03872, 0.05975], [0.88486, -1.60025, 2.00301], [0.54013, -1.01419, 1.30869], [0.20944, -2.25233, 2.16599], [-2.59878, -0.18881, 2.34706], [-3.22508, 0.48969, 2.25891], [-2.36402, -0.54298, 1.50562], [0.69790, -1.94063, -1.83906], [0.41782, -1.20507, -1.26897], [1.35713, -1.54539, -2.41113], [-1.19572, 2.39161, 0.82234], [-0.77021, 1.53869, 0.72425], [-1.71454, 2.44727, 1.63026], [-2.39108, 1.11576, -1.25118], [-1.49221, 0.95417, -1.59149], [-2.20843, 1.62759, -0.46485], [0.31897, 1.08617, -2.16568], [1.16481, 1.52794, -2.16573], [0.28572, 0.70186, -1.28520], [2.40998, 0.90453, 0.64904], [1.52874, 0.53723, 0.39022], [2.68880, 1.62308, 0.10604]],
  "e_homo_ev": -7.02,
  "e_tot_ha": -787.9335,
  "charge": -1,
  "e_above_lowest_kj_mol": 4.3,
  "spin_multiplicity": 1,
  "homo_lumo_gap_ev": 10.1
}



no.,molecular weight (g mol⁻¹)
1,102.1
2,86.0
3,119.1
4,344.6
5,399.4
6,170.9
7,876.9
8,782.6
9,164.9
10,163.1
11,181.1
12,181.1